w | Molecular formula: C3H8BNO
Method: DFT, ωB97M-V/def2-TZVPD

Calculated values
**HOMO energy**: -0.327 Ha
**LUMO level**: 0.47 eV

```
! RIJCOSX wB97M-V def2-TZVPD def2/J DEFGRID3
* xyz 0 1
O -1.554 0.411 1.148
N -1.324 1.378 0.274
C 0.816 -0.356 0.481
C -0.573 0.928 -0.792
C -0.337 -0.371 1.565
B 0.668 -0.947 -0.843
H -1.071 0.092 -1.312
H -0.196 -1.723 -0.902
H -0.700 -1.357 1.699
H 1.572 0.303 0.783
H 0.063 1.441 -1.547
H 1.431 -0.803 -1.795
H 0.139 -0.119 2.512
H -0.883 2.234 0.764
*
```

Atomic partial charges in e from the Mulliken method, atoms 1 to 6: atom 1 (O): -0.31, atom 2 (N): -0.15, atom 3 (C): -0.45, atom 4 (C): -0.39, atom 5 (C): -0.31, atom 6 (B): -0.03



x | Molecular formula: C3H8BNO
Method: DFT, ωB97M-V/def2-TZVPD

Calculated values
**SMILES**: [H]/N=B/C=C/C.O
**HOMO energy**: -0.371 Ha
**LUMO level**: 0.43 eV

```
! RIJCOSX wB97M-V def2-TZVPD def2/J DEFGRID3
* xyz 0 1
O 1.531 1.640 -0.989
N -1.993 1.083 -2.147
C -0.745 0.037 0.082
C 0.120 -0.908 0.291
C 0.533 -1.405 1.626
B -1.253 0.678 -1.232
H 1.294 -0.651 1.960
H 0.585 -1.414 -0.577
H -0.280 -1.537 2.426
H 1.079 -2.406 1.744
H -2.292 1.757 -2.761
H 1.744 1.045 -0.196
H -0.909 0.644 1.000
H 0.586 1.436 -1.228
*
```

Atomic partial charges in e from the Mulliken method, atoms 1 to 6: atom 1 (O): -0.66, atom 2 (N): 0.04, atom 3 (C): -0.50, atom 4 (C): 0.05, atom 5 (C): -0.92, atom 6 (B): -0.37



y | Molecular formula: C3H8BNO
Method: DFT, ωB97M-V/def2-TZVPD

Calculated values
**SMILES**: OB1CCCN1
**HOMO energy**: -0.347 Ha
**LUMO level**: 0.69 eV

```
! RIJCOSX wB97M-V def2-TZVPD def2/J DEFGRID3
* xyz 0 1
O -2.615 0.127 -0.017
N -0.478 -1.195 -0.032
C -0.073 1.205 0.077
C 0.952 -1.023 0.099
C 1.252 0.509 -0.143
B -1.115 0.016 -0.109
H -0.022 1.363 1.252
H -0.812 -2.174 -0.178
H -2.937 0.863 -0.403
H 1.331 -1.351 1.045
H 1.542 0.585 -1.098
H 1.329 -1.781 -0.515
H -0.323 2.096 -0.469
H 1.967 0.758 0.492
*
```

Atomic partial charges in e from the Mulliken method, atoms 1 to 6: atom 1 (O): -0.60, atom 2 (N): -0.23, atom 3 (C): -0.59, atom 4 (C): -0.52, atom 5 (C): -0.81, atom 6 (B): 0.30



The most stable structure shown above is y; the least stable is w.